ORCA calculation (ωB97M-V/def2-TZVPD) on a cluster of 4 separate species, C3H15N2O4 in total.

Total charge: -1
Largest force on an atom: 7.38 eV/A
ΔE to the lowest compared entry with this formula, charge and spin: 32.3 kcal/mol
Kohn-Sham gap: 7.06 eV

Geometry as XYZ:
```
24
Properties=species:S:1:pos:R:3:forces:R:3:mulliken_charge:R:1
C 0.744 0.003 0.501 -3.11 0.47 -0.55 -0.6776
N -0.632 -0.291 -0.358 2.67 -0.60 1.06 -0.1480
C -1.779 -0.481 0.579 -1.73 -0.85 -0.20 -0.5853
O -1.495 -0.720 1.822 0.84 -0.52 2.65 -0.8900
C 0.888 1.545 0.694 0.28 -0.37 0.35 -0.1716
N 2.320 2.052 0.670 -3.02 0.67 6.70 -0.7432
H 0.715 -0.583 1.450 -0.18 0.64 -0.68 0.2573
H 1.464 -0.405 -0.162 1.02 -0.06 -0.59 0.5399
H -0.356 -1.199 -0.770 -0.52 0.46 0.37 0.2411
H -2.396 0.409 0.501 -0.28 1.12 -0.43 0.2162
H -2.510 -1.293 0.252 0.82 0.24 -1.07 0.3034
H 0.541 2.035 -0.198 -1.13 0.16 -0.18 -0.0307
H 0.322 1.862 1.622 0.72 -0.13 -1.21 0.3043
H 2.670 1.540 1.522 0.57 0.77 -1.52 0.2679
H 2.621 1.662 -0.110 2.55 -2.34 -4.15 0.2823
H 0.240 -3.118 2.394 4.24 1.24 1.39 0.2287
H -1.233 -2.344 2.294 2.39 -0.87 -0.86 0.4067
O -0.612 -3.211 2.161 -6.38 -0.09 -0.93 -0.6885
H -0.535 1.996 -1.819 -0.59 -1.13 -1.95 0.3174
H -1.425 0.794 -2.089 1.72 1.51 -1.23 0.3949
O -0.852 1.476 -2.639 -1.35 -0.20 3.16 -0.8254
H 0.348 -0.001 -2.908 1.45 -0.52 -0.11 0.3960
H 1.512 0.679 -2.525 1.24 3.01 1.33 0.2742
O 1.345 -0.141 -2.879 -2.24 -2.62 -1.35 -0.6700
```
Positions in Å, forces in eV/Å.


ORCA calculation (ωB97M-V/def2-TZVPD) on a cluster of 3 separate species, C5H11NO in total.

Total charge: 0
Largest force on an atom: 4.13 eV/A
ΔE to the lowest compared entry with this formula, charge and spin: 187.9 kcal/mol
Kohn-Sham gap: 3.72 eV

Geometry as XYZ:
```
18
Properties=species:S:1:pos:R:3:forces:R:3:mulliken_charge:R:1
O 0.031 -2.245 1.060 0.26 0.31 0.47 -0.6964
C -1.112 -2.334 0.561 -0.54 0.05 -0.34 -0.0672
N -1.627 -1.500 -0.326 0.47 -0.35 -0.07 -0.5619
C 1.309 -0.104 -0.569 -0.58 1.48 0.72 -0.4421
C 1.268 0.500 0.859 1.52 -1.38 2.07 -0.7698
C 0.783 1.303 -0.416 -2.34 0.91 -2.87 0.1938
C -0.718 1.456 -0.593 -0.35 0.22 0.44 -1.3363
H -1.751 -3.177 0.921 0.11 -0.01 -0.18 0.3660
H -2.459 -1.921 -0.730 -0.18 0.13 0.29 0.1265
H 0.634 -0.953 -0.678 -0.71 0.45 0.40 0.1690
H 2.197 -0.147 -1.188 0.58 0.26 0.84 0.2804
H 0.540 -0.045 1.461 -0.23 0.14 -0.29 0.3402
H 2.251 0.561 1.303 -0.04 0.79 0.10 0.3038
H 0.591 2.244 1.175 1.55 -3.35 -1.86 0.4964
H 1.415 1.986 -0.968 0.17 0.41 0.69 0.4286
H -1.050 0.997 -1.515 0.10 -0.04 -0.15 0.3407
H -1.224 0.892 0.193 -0.05 -0.11 -0.22 0.4194
H -1.077 2.488 -0.549 0.26 0.10 -0.03 0.4090
```
Positions in Å, forces in eV/Å.


ORCA calculation (ωB97M-V/def2-TZVPD) on the ion C3H8NOS with charge -1.

Total charge: -1
Largest force on an atom: 4.32 eV/A
SMILES: [O-]CNCCS
ΔE to the lowest compared entry with this formula, charge and spin: 74.9 kcal/mol
Kohn-Sham gap: 6.03 eV

Geometry as XYZ:
```
14
Properties=species:S:1:pos:R:3:forces:R:3:mulliken_charge:R:1
O -0.959 -0.701 -2.100 -0.43 -0.69 0.54 -0.8007
C 0.312 -0.696 -1.896 0.46 2.66 -0.83 -0.5098
N 0.846 0.464 -0.887 1.20 0.52 1.31 -0.1975
C 0.895 0.322 0.571 -4.03 -1.49 0.41 -0.6769
C -0.701 0.227 1.096 0.59 2.59 -2.82 -0.5884
S -0.990 0.165 2.882 -0.64 -0.34 -0.53 -0.2972
H 0.848 -1.533 -1.451 0.01 -0.93 0.28 0.2092
H 0.876 -0.361 -2.842 0.16 -0.41 0.71 0.2633
H 1.159 1.369 -1.256 -0.41 -0.79 0.24 0.1698
H 1.087 -0.726 0.921 1.23 0.76 -0.51 0.2532
H 1.295 1.087 1.280 0.49 -0.39 -1.21 0.3681
H -1.238 1.146 0.611 0.96 -1.32 1.14 0.3345
H -1.178 -0.592 0.552 0.30 -0.22 0.35 0.3629
H -2.251 -0.170 2.519 0.12 0.05 0.93 0.1093
```
Positions in Å, forces in eV/Å.


ORCA calculation (ωB97M-V/def2-TZVPD) on a structure of composition C3H5AgO3.

Total charge: +1
Largest force on an atom: 3.47 eV/A
ΔE to the lowest compared entry with this formula, charge and spin: 13.6 kcal/mol
Spin multiplicity: 2
Kohn-Sham gap (alpha / beta): 8.45 / 10.18 eV

Geometry as XYZ:
```
12
Properties=species:S:1:pos:R:3:forces:R:3:mulliken_charge:R:1
H 1.247 -0.117 -2.977 0.17 0.10 -0.16 0.0445
O 0.881 -0.838 -0.181 1.93 1.86 0.79 -0.2330
C -0.231 -0.664 -0.784 -1.18 -1.59 -0.83 1.0441
C 1.036 0.305 0.846 0.18 -1.24 -0.65 -0.2014
O -0.641 -1.178 -1.829 1.70 0.29 0.50 -0.6389
O -1.134 -0.050 -0.026 0.65 2.80 1.95 -0.4413
C -0.396 0.795 1.016 -0.95 -0.75 -0.73 -0.2750
H 1.720 1.042 0.417 -0.20 -0.28 -0.02 0.2712
H 1.464 -0.146 1.745 -0.11 0.03 -0.32 0.2805
H -0.564 1.837 0.733 0.09 -0.26 0.10 0.2700
H -0.831 0.567 1.993 0.05 0.03 -0.32 0.2716
Ag -2.551 -1.553 -0.951 -2.33 -1.00 -0.30 0.6076
```
Positions in Å, forces in eV/Å.


ORCA calculation (ωB97M-V/def2-TZVPD) on the molecule CN2OS.

Total charge: 0
Largest force on an atom: 2.59 eV/A
SMILES: O=C=NN=S
ΔE to the lowest compared entry with this formula, charge and spin: 40.7 kcal/mol
Kohn-Sham gap: 7.28 eV

Geometry as XYZ:
```
5
Properties=species:S:1:pos:R:3:forces:R:3:mulliken_charge:R:1
O -2.372 0.266 -0.027 0.59 -0.98 -0.19 -0.3534
C -1.244 -0.046 -0.021 1.28 1.27 0.46 0.4864
N -0.020 0.081 0.081 -1.49 1.08 -0.10 0.0766
N 1.142 -0.518 -0.005 -0.93 -2.40 -0.26 -0.1866
S 2.495 0.217 -0.028 0.55 1.04 0.09 -0.0231
```
Positions in Å, forces in eV/Å.


ORCA calculation (ωB97M-V/def2-TZVPD) on a structure of composition C26H69B2CoF8N3O14.

Total charge: 0
Largest force on an atom: 4.33 eV/A
ΔE to the lowest compared entry with this formula, charge and spin: 0.0 kcal/mol
Spin multiplicity: 4
Kohn-Sham gap (alpha / beta): 7.48 / 7.47 eV

Geometry as XYZ:
```
123
Properties=species:S:1:pos:R:3:forces:R:3:mulliken_charge:R:1
Co -8.256 -24.993 -14.917 -0.17 0.62 0.83 3.4793
B -6.021 -23.446 -14.156 2.16 2.25 1.67 0.1371
F -5.778 -22.774 -12.989 0.31 0.19 -0.03 -0.2402
F -6.390 -24.684 -13.770 -1.07 -4.19 0.06 -0.4076
F -7.115 -22.924 -14.775 -1.78 1.23 -1.74 -0.5154
F -4.910 -23.496 -14.971 0.38 -0.26 -0.80 -0.3876
B -9.560 -25.358 -12.671 -0.60 0.91 1.42 0.2011
F -10.703 -24.970 -11.976 -0.13 -0.17 0.21 -0.0655
F -8.755 -26.164 -11.958 0.33 -1.63 0.85 -0.3260
F -9.917 -25.843 -13.916 -0.74 -1.45 -1.07 -0.7982
F -8.781 -24.263 -12.986 0.73 1.93 -0.20 0.4022
C -6.106 -30.788 -16.599 -0.34 -0.50 0.71 -0.5040
O -6.523 -31.181 -15.284 0.53 0.67 -0.23 -0.3703
C -5.893 -30.499 -14.190 -0.76 0.56 0.22 -0.4898
C -6.995 -30.275 -13.188 -1.37 -0.79 0.89 -0.8713
N -8.092 -29.476 -13.756 -0.15 0.31 -0.66 0.0616
C -9.162 -29.027 -12.882 -0.38 -0.03 1.58 0.6823
C -10.211 -30.039 -12.417 -0.22 -1.42 0.06 -0.8778
O -10.851 -30.613 -13.539 0.59 0.64 -1.35 -0.3442
C -11.888 -31.510 -13.281 -0.33 0.78 1.32 -0.5914
H -6.374 -29.769 -16.879 0.06 0.32 0.42 0.1280
H -6.696 -31.403 -17.279 0.44 -0.29 -0.02 0.2835
H -5.029 -30.930 -16.685 0.00 -0.07 -0.40 0.3147
H -5.512 -29.507 -14.432 0.18 0.02 -0.62 0.1572
H -5.080 -31.053 -13.721 0.06 -0.35 -0.27 0.4268
H -6.716 -29.889 -12.208 0.53 0.65 -0.29 0.5254
H -7.378 -31.251 -12.891 -0.12 -0.47 -0.19 0.3371
H -8.583 -30.024 -14.448 0.41 -0.29 -0.53 0.2932
H -9.746 -28.224 -13.330 0.35 0.10 -0.34 -1.1264
H -8.692 -28.617 -11.988 -0.14 0.21 0.08 0.3495
H -10.956 -29.640 -11.728 -0.21 0.93 -0.13 0.3111
H -9.861 -30.876 -11.812 0.92 -0.20 0.09 0.7687
H -12.562 -31.030 -12.572 -0.54 0.17 0.06 0.0301
H -11.539 -32.368 -12.706 0.15 -0.61 -0.54 0.3520
H -12.463 -31.706 -14.186 0.45 -0.32 0.03 0.2822
C -4.163 -20.718 -15.258 -1.24 -0.45 -0.51 -0.9038
O -4.906 -20.620 -14.063 -0.33 0.74 -0.18 -0.1740
C -6.000 -19.677 -14.103 -0.04 -2.11 -0.33 -0.9097
C -7.047 -20.016 -13.017 2.15 0.63 1.95 0.8363
N -6.308 -19.900 -11.697 -1.68 0.24 -0.41 -0.3308
C -7.173 -20.142 -10.530 0.31 0.12 -0.82 -1.1468
C -7.448 -21.606 -10.354 2.35 -0.47 -0.42 0.5199
O -6.146 -22.229 -10.655 -2.08 -1.91 2.08 -0.2634
C -6.196 -23.655 -10.303 0.02 0.84 -0.25 -0.5413
H -3.529 -21.600 -15.166 0.45 0.60 0.17 0.2690
H -3.736 -19.803 -15.667 0.81 0.38 0.81 0.3395
H -4.807 -20.968 -16.101 -0.66 -0.41 -0.16 0.2717
H -6.584 -19.858 -15.005 0.28 0.40 -0.76 0.3217
H -5.503 -18.707 -14.098 -0.76 0.53 0.29 0.4094
H -7.495 -21.007 -13.092 0.74 -0.21 -0.34 -0.7926
H -7.915 -19.358 -13.041 -0.07 0.66 -0.25 0.3644
H -6.055 -18.931 -11.570 0.34 0.26 -0.47 0.3311
H -8.148 -19.669 -10.642 -0.37 0.53 0.16 0.2595
H -6.637 -19.703 -9.689 -0.20 -0.23 0.25 0.4876
H -8.216 -21.948 -11.047 0.04 -0.29 -0.17 -0.4948
H -7.795 -21.788 -9.336 0.06 -0.31 0.20 0.5054
H -5.272 -24.157 -10.588 0.05 0.44 -0.25 0.2977
H -7.019 -24.204 -10.761 -0.15 0.28 -0.56 -0.1442
H -6.331 -23.844 -9.239 0.09 0.49 0.45 0.3879
C -12.891 -27.653 -14.273 0.53 -1.64 -0.01 -0.2225
O -14.046 -27.018 -13.864 -0.37 2.12 -0.70 -0.4786
C -13.870 -25.601 -13.557 -0.74 -0.79 2.31 0.4218
C -13.574 -25.518 -12.020 -0.82 -0.14 -0.52 -0.0203
N -14.782 -25.792 -11.225 0.20 -0.03 -1.28 -0.4365
C -14.572 -26.100 -9.834 -1.97 1.22 0.48 -1.0828
C -14.126 -27.482 -9.551 1.37 -0.77 -0.62 0.2547
O -15.068 -28.380 -10.151 0.31 -0.02 0.38 -0.4583
C -14.475 -29.596 -10.632 -1.06 0.82 0.94 -0.4403
H -13.171 -28.582 -14.771 -0.28 -0.14 -0.03 0.3998
H -12.325 -27.990 -13.404 0.58 0.20 0.10 0.0440
H -12.242 -27.162 -14.998 -0.02 0.70 0.19 -0.0007
H -14.844 -25.139 -13.721 0.04 0.03 -0.22 0.4915
H -13.097 -25.047 -14.090 0.13 -0.56 -0.37 -0.8457
H -13.251 -24.514 -11.747 0.46 -0.15 -0.04 0.4120
H -12.838 -26.302 -11.839 0.64 0.37 0.17 -0.1970
H -15.174 -26.636 -11.618 -0.44 -0.11 -0.21 0.4028
H -15.569 -26.057 -9.395 -0.44 -0.04 0.08 0.3620
H -14.140 -25.241 -9.320 0.98 -0.42 0.03 0.4302
H -13.922 -27.650 -8.493 -0.49 -0.24 0.26 0.5794
H -13.164 -27.647 -10.036 0.38 -0.13 -0.18 -0.3479
H -15.296 -30.146 -11.093 0.26 0.15 -0.52 0.3135
H -14.190 -30.215 -9.781 0.61 -0.03 0.03 0.3585
H -13.649 -29.326 -11.290 0.04 -0.46 -0.17 -0.0486
C -10.700 -21.501 -12.672 -0.04 0.41 0.09 0.2781
C -10.810 -20.413 -13.698 -0.46 0.53 -0.70 -0.8700
O -9.940 -20.727 -14.805 0.17 -0.42 0.36 -0.5319
O -11.540 -22.589 -13.010 0.19 0.60 -0.34 -0.4779
H -10.919 -21.092 -11.686 -0.44 0.06 0.12 0.5071
H -9.628 -21.689 -12.625 0.16 -0.84 -0.12 -0.3292
H -10.569 -19.454 -13.239 0.47 0.05 -0.02 0.4133
H -11.812 -20.286 -14.108 -0.31 -0.29 0.26 0.4321
H -9.923 -20.032 -15.467 -0.13 0.11 0.12 0.2266
H -11.436 -23.299 -12.373 0.30 -0.30 0.11 -0.1118
C -9.939 -26.984 -8.633 -0.43 0.76 -0.25 0.0605
C -9.884 -25.457 -8.762 -0.24 0.05 -0.10 0.4068
O -10.270 -24.713 -7.616 -0.12 -0.23 0.97 -0.6490
O -8.992 -27.500 -7.720 -0.05 0.13 0.04 -0.5891
H -9.758 -27.418 -9.616 0.19 0.02 0.00 -0.1670
H -10.949 -27.265 -8.334 -0.23 -0.13 0.09 0.3053
H -10.660 -25.104 -9.441 0.45 -0.43 -0.74 -0.0454
H -8.878 -25.169 -9.065 -0.02 0.10 -0.35 -0.0031
H -9.561 -24.630 -6.974 0.20 -0.11 -0.09 0.3379
H -9.294 -27.163 -6.873 0.23 -0.14 0.35 0.3658
C -10.843 -23.891 -16.071 0.79 -0.80 -1.09 0.5077
C -10.450 -24.922 -17.200 -0.44 0.58 1.63 -0.9455
O -9.866 -26.049 -16.505 -0.16 0.88 -1.02 -0.4711
O -9.664 -23.510 -15.308 -1.05 -1.09 -1.87 -0.0560
H -11.570 -24.373 -15.418 0.08 0.15 0.06 -0.8304
H -11.293 -23.054 -16.604 0.07 0.31 0.40 0.5983
H -9.811 -24.478 -17.963 0.59 0.06 0.28 0.3584
H -11.330 -25.240 -17.759 -0.37 0.01 0.33 0.5419
H -9.777 -26.736 -17.170 0.28 -0.37 0.19 0.2858
H -9.734 -22.615 -14.970 0.02 0.76 0.17 -0.2736
C -6.550 -26.092 -16.900 1.15 -2.26 -0.18 -1.3521
C -6.395 -26.939 -15.645 0.05 -0.61 0.00 0.3141
O -7.622 -26.969 -14.916 0.65 1.28 -1.36 -0.2135
O -7.078 -24.849 -16.642 -0.01 0.90 -0.08 -0.7313
H -7.196 -26.584 -17.627 -0.24 -0.51 0.10 0.3992
H -5.575 -26.051 -17.385 0.25 0.31 0.12 0.5157
H -5.600 -26.697 -14.940 0.15 0.80 -0.39 0.3173
H -6.158 -27.953 -15.969 -0.09 -0.06 -0.25 -0.1726
H -7.638 -27.829 -14.488 -0.81 -1.34 1.15 -0.0393
H -6.936 -24.368 -17.461 -0.40 0.90 0.36 0.2898
```
Positions in Å, forces in eV/Å.